(1)
Molecular formula: C45H77BrCl48N2O3S
Method: DFT, ωB97M-V/def2-TZVPD

Calculated values
E   -738987.96706 eV
E_HOMO   -8.919 eV

Geometry as ORCA input:
```
! wB97M-V def2-TZVPD RIJCOSX def2/J DEFGRID3
* xyz 0 1
C 2.11496 -2.44436 2.61587
C 0.98880 -1.60101 1.86301
C 1.06358 -1.80210 0.27751
C 0.25584 -3.09747 -0.16753
C 0.68959 -0.53020 -0.54689
C -0.60635 0.17320 -0.43622
C -1.71555 -0.33076 0.52741
C -3.00408 -0.93392 -0.20543
C -3.76313 -1.76289 0.91988
Br -2.58252 -2.02307 -1.79032
C -0.91171 1.39593 -1.21203
C -2.25731 2.17433 -1.07780
C -2.02926 3.67527 -0.60767
N -1.62329 3.86761 0.58473
C 0.06078 1.91148 -2.14651
C 1.34864 1.19987 -2.30807
C 1.66107 0.02990 -1.51887
C 3.06776 -0.64048 -1.78059
C 4.09729 -0.14132 -0.70199
C 4.43045 1.40403 -0.85820
O 5.38257 1.86892 0.09775
C 4.79515 2.63132 1.15356
C 2.16157 1.95590 -3.39953
O 3.30909 1.88288 -3.70938
N 1.14792 2.82062 -4.01816
S 0.37133 1.79545 -5.19150
C 0.03182 3.13530 -3.10463
O -0.63877 4.11613 -3.13587
H 2.46371 -3.24593 1.90454
H 2.95125 -1.78751 2.95039
H 1.63747 -3.01449 3.47380
H 0.01861 -2.06416 2.20067
H 1.02106 -0.53204 2.17297
H 2.14050 -2.05902 0.07451
H 0.51185 -3.27357 -1.23995
H 0.70897 -3.95391 0.40934
H -0.83267 -3.02428 0.04264
H -1.38241 -1.11272 1.24340
H -2.10765 0.55121 1.10778
H -3.72494 -0.14670 -0.52952
H -3.65268 -1.13692 1.85209
H -3.22674 -2.71841 1.13096
H -4.83839 -1.89947 0.66524
H -2.82752 2.20385 -2.04659
H -2.95460 1.73402 -0.32840
H -2.21464 4.53403 -1.30076
H -1.53932 2.96088 1.06033
H 2.92887 -1.74422 -1.73998
H 3.36781 -0.36996 -2.82926
H 3.72257 -0.35305 0.33828
H 5.04253 -0.74065 -0.80913
H 3.49502 2.01141 -0.92462
H 4.92278 1.48459 -1.87092
H 3.71246 2.86475 1.01840
H 4.89846 2.04969 2.10822
H 5.32251 3.60778 1.33113
H -0.02744 0.63322 -4.56345
C -6.38260 3.33846 -2.34669
Cl -5.28569 2.21803 -3.16288
Cl -6.11793 3.32662 -0.59453
H -6.20603 4.34595 -2.72693
H -7.40730 3.04066 -2.55126
C -6.06391 -4.61145 2.97993
Cl -6.97517 -3.32984 2.16898
Cl -4.36059 -4.59280 2.50326
H -6.12876 -4.46405 4.05407
H -6.49358 -5.57074 2.71172
C 7.95444 1.12773 -1.95799
Cl 9.68156 1.49616 -2.10365
Cl 7.69380 -0.56852 -1.54419
H 7.52597 1.75147 -1.17655
H 7.46746 1.33645 -2.90500
C 7.14569 -1.40566 -5.62696
Cl 6.18467 -0.38112 -4.55530
Cl 6.38739 -2.98605 -5.85545
H 7.23761 -0.91596 -6.59223
H 8.12987 -1.54726 -5.18834
C -5.93810 -4.09955 -3.28066
Cl -4.83543 -5.22009 -4.08973
Cl -5.69620 -4.10916 -1.53114
H -5.75604 -3.09538 -3.65467
H -6.96087 -4.39529 -3.49628
C 1.53835 -4.71092 6.57738
Cl 2.05959 -3.09246 6.11605
Cl 0.79338 -5.56389 5.21673
H 2.40128 -5.27623 6.91747
H 0.81224 -4.62677 7.37872
C -8.10507 5.91880 -4.92342
Cl -7.59644 4.40516 -5.68180
Cl -7.70999 5.93453 -3.19988
H -7.59471 6.74568 -5.40908
H -9.17973 6.02779 -5.03854
C -0.41494 -8.17078 8.37313
Cl -1.52927 -7.71875 7.07713
Cl 0.69578 -6.84994 8.75066
H -0.98921 -8.41418 9.26277
H 0.16116 -9.03616 8.05803
C -2.28310 -4.40748 8.58748
Cl -3.40029 -3.95869 7.29325
Cl -1.17251 -3.08054 8.95954
H -2.85454 -4.65035 9.47919
H -1.70673 -5.27409 8.27239
C -9.10622 4.66086 1.18185
Cl -10.46641 4.06345 2.14477
Cl -9.36257 4.38224 -0.54199
H -8.99667 5.72810 1.35333
H -8.20298 4.14229 1.49106
C -13.11611 2.59325 -0.08593
Cl -11.74835 2.12190 -1.09936
Cl -14.17486 1.21758 0.25084
H -12.73762 2.98429 0.85380
H -13.68812 3.35926 -0.60185
C -8.42535 5.31465 5.20385
Cl -7.33803 4.19893 4.36746
Cl -8.14070 5.30517 6.94728
H -8.25746 6.31914 4.82531
H -9.45167 5.01362 5.01243
C -9.37657 -6.13439 4.30060
Cl -8.29105 -7.28416 3.50784
Cl -9.12401 -6.11415 6.04901
H -9.18969 -5.13864 3.90542
H -10.40292 -6.42657 4.09786
C 1.97268 -4.25971 -3.90168
Cl 3.44025 -4.63674 -2.99087
Cl 1.73615 -2.51419 -4.04180
H 2.05676 -4.68487 -4.89780
H 1.11822 -4.69026 -3.38634
C 9.74866 4.16165 -4.87648
Cl 11.10057 3.50188 -5.80818
Cl 8.56241 2.90643 -4.49240
H 10.13061 4.58150 -3.94950
H 9.26311 4.93904 -5.46139
C -3.24301 0.90398 -6.06377
Cl -2.85866 0.39559 -4.41255
Cl -4.98403 0.86045 -6.36792
H -2.88473 1.91968 -6.21102
H -2.74891 0.23278 -6.76088
C -7.98253 -2.34771 6.81816
Cl -6.46883 -1.67157 7.42759
Cl -7.83541 -2.82539 5.12162
H -8.24078 -3.22289 7.40848
H -8.76417 -1.59836 6.90542
C 3.23234 6.47246 0.99752
Cl 4.59934 5.88643 0.04589
Cl 2.12823 5.13974 1.31858
H 3.59881 6.87739 1.93671
H 2.70916 7.24598 0.44228
C 12.98328 -0.78272 -2.61361
Cl 14.54656 -0.19650 -2.03397
Cl 13.09530 -1.36905 -4.27849
H 12.65294 -1.59681 -1.97486
H 12.26473 0.03208 -2.57508
C -2.96294 -7.89412 3.26201
Cl -1.45663 -7.24274 3.91888
Cl -2.78150 -8.35804 1.56617
H -3.24749 -8.77063 3.83813
H -3.73562 -7.13404 3.33750
C 15.47108 -1.85744 -6.84827
Cl 16.10101 -0.31253 -7.43162
Cl 14.63554 -2.73849 -8.13396
H 16.29894 -2.46173 -6.48815
H 14.77076 -1.66828 -6.03961
C -0.39692 3.46061 3.43782
Cl 0.09705 1.93261 2.68738
Cl -0.01833 3.47928 5.16443
H 0.12886 4.27685 2.95277
H -1.46786 3.58558 3.31085
C 4.97675 5.89291 -3.46483
Cl 4.19090 7.19434 -4.36656
Cl 6.67689 5.72365 -3.90813
H 4.91531 6.10993 -2.40321
H 4.46759 4.95670 -3.68121
C 10.37168 4.82862 -0.67643
Cl 9.26681 5.27608 -1.98316
Cl 11.58206 6.08634 -0.39634
H 9.79728 4.68332 0.23412
H 10.87789 3.90585 -0.94520
*
```

(2)
Molecular formula: C45H85F3N2O13S4
Method: DFT, ωB97M-V/def2-TZVPD

Calculated values
E   -129127.85004 eV
E_HOMO   -5.979 eV

Geometry as ORCA input:
```
! wB97M-V def2-TZVPD RIJCOSX def2/J DEFGRID3
* xyz 0 1
N 30.23352 31.41315 2.14715
H 30.79349 32.05452 1.60385
H 30.64243 30.48963 2.14977
H 29.32384 31.37100 1.71033
H 30.19290 31.86348 3.05028
C 25.17101 31.26438 5.64459
C 26.46300 30.36339 5.61017
C 26.20253 28.94336 5.56663
N 27.54039 28.20215 5.14921
C 28.65815 28.41295 6.19027
C 27.94335 28.52432 3.70109
C 28.17513 27.25398 2.99410
C 27.75306 26.08193 3.95238
C 27.25396 26.67299 5.25764
H 24.96749 31.58312 4.62229
H 25.30008 32.18570 6.21258
H 24.21410 30.83457 5.94073
H 27.09991 30.65366 6.44575
H 27.04999 30.69284 4.75284
H 25.33380 28.47166 5.10737
H 26.12957 28.60264 6.59944
H 29.42880 27.67818 5.95724
H 28.37664 28.21654 7.22481
H 29.08111 29.36266 5.86277
H 28.78866 29.21243 3.69292
H 27.15043 29.02395 3.14454
H 29.23148 27.04356 2.82687
H 27.67207 27.26065 2.02716
H 28.47015 25.26635 4.04567
H 26.82136 25.69891 3.53606
H 27.66073 26.15055 6.12349
H 26.17449 26.52852 5.21302
C 25.19041 32.78042 0.39203
F 25.66618 31.98319 -0.60548
F 25.51766 34.05343 0.07547
F 23.89314 32.61966 0.46162
S 26.12630 32.12893 2.00250
O 25.46183 30.85702 2.41246
O 27.47240 31.91861 1.53626
O 26.16192 33.24409 3.00464
C 30.28411 31.48094 7.21763
C 30.37175 32.49058 6.01444
C 31.81636 32.83646 5.63090
O 29.68902 32.05197 4.84807
H 30.65254 31.84994 8.17482
H 30.82569 30.57744 6.93746
H 29.22562 31.23271 7.29550
H 29.98475 33.45947 6.33001
H 31.90178 33.53736 4.80052
H 32.30962 31.90082 5.36751
H 32.32075 33.30788 6.47438
O 25.13900 25.91149 7.59949
S 24.47721 26.99178 8.31790
O 25.24108 28.04975 8.93897
O 23.46131 27.77208 7.22755
C 22.77353 26.93506 6.24559
C 21.34572 27.44217 6.04950
C 23.22988 26.26664 9.39391
H 22.70583 25.85744 6.39477
H 23.42790 27.00958 5.37706
H 21.40799 28.43576 5.60565
H 20.77378 27.43749 6.97738
H 20.81633 26.78787 5.35686
H 22.68881 25.54856 8.77772
H 22.48642 27.04072 9.58410
H 23.78088 26.00509 10.29729
O 30.31737 28.95082 0.40866
S 29.27653 28.25163 -0.38178
O 28.91305 26.90032 -0.01697
O 27.92963 29.13444 -0.15391
C 26.64630 28.62303 -0.22107
C 26.15927 28.31340 -1.65372
C 29.69136 28.52665 -2.16009
H 26.00716 29.32490 0.31464
H 26.47611 27.74081 0.39604
H 26.19046 29.30845 -2.09758
H 25.12674 28.00767 -1.48485
H 26.63915 27.49789 -2.19478
H 29.93282 27.58137 -2.64613
H 30.57694 29.15525 -2.06682
H 28.90428 29.06351 -2.68961
O 31.63302 27.39028 5.03151
S 32.25320 28.37673 4.11681
O 31.44696 29.04617 3.04969
O 32.99215 29.52473 5.10177
C 33.75642 29.17874 6.22832
C 34.04525 30.35880 7.12472
C 33.63147 27.45412 3.35443
H 34.73552 28.90440 5.83565
H 33.17285 28.42358 6.75490
H 34.84079 31.00501 6.75373
H 34.54119 29.88137 7.96983
H 33.18800 30.93623 7.47084
H 33.82341 26.67710 4.09435
H 34.51961 28.08490 3.31647
H 33.38959 27.06912 2.36379
C 28.12750 20.21442 2.28296
C 27.32935 21.32583 2.08853
C 26.82461 22.11281 3.19483
C 27.06764 21.64782 4.50854
C 27.97452 20.59481 4.68304
C 28.48162 19.92603 3.63798
H 28.58224 19.64948 1.48267
H 27.07868 21.57313 1.06754
H 26.37005 23.08708 3.09202
H 26.75725 22.24172 5.35550
H 28.19378 20.28093 5.69290
H 29.17571 19.10689 3.75478
C 29.49797 24.95171 8.41774
C 30.29190 25.83121 7.65981
C 30.89128 26.95754 8.36494
C 30.43925 27.22607 9.61680
C 29.50159 26.43524 10.24231
C 28.98446 25.28853 9.64823
H 29.15794 24.10125 7.84548
H 30.58336 25.62563 6.64041
H 31.61153 27.61635 7.90276
H 30.85710 28.09294 10.10704
H 29.16174 26.72040 11.22699
H 28.26818 24.64913 10.14271
C 30.31910 23.26998 3.28469
C 31.48412 22.83904 3.93256
C 32.72919 23.27246 3.45569
C 32.78265 24.16937 2.37745
C 31.56882 24.67894 1.85269
C 30.37164 24.14794 2.18518
H 29.40937 22.80610 3.63627
H 31.31941 22.16213 4.75782
H 33.67500 23.02915 3.91683
H 33.70397 24.55972 1.97100
H 31.71461 25.48145 1.14478
H 29.48412 24.51597 1.69195
C 23.09861 36.40913 8.66959
C 23.41397 35.02782 7.99264
C 22.24094 34.03332 7.84106
C 22.09300 33.19857 6.57738
C 20.63938 32.53988 6.29959
C 20.72233 31.75192 4.95632
H 22.91184 36.28810 9.73663
H 22.18112 36.83641 8.26495
H 23.92906 37.10567 8.55431
H 23.83096 35.27401 7.01611
H 24.22364 34.58193 8.57032
H 21.31049 34.59293 7.93702
H 22.08955 33.40586 8.71940
H 22.28478 33.87690 5.74601
H 22.80864 32.37669 6.55569
H 20.23602 31.99858 7.15539
H 19.92679 33.35682 6.18598
H 21.65352 31.20251 4.81799
H 19.98496 30.95094 5.00935
H 20.48433 32.40101 4.11363
*
```

> Which of these has the lowest E?

C45H77BrCl48N2O3S

> Among the records above, which one has the highest E?

C45H85F3N2O13S4

> Look up the E of the second one.

-129127.85004 eV